No. 1
ORCA calculation (the ωB97M-V functional and the def2-TZVPD basis) on a cluster of 3 separate species, C5H15N3O in total in a non-equilibrium geometry.

Output
- Max |F|: 3.48 eV/A
- Highest occupied orbital energy (spin up / spin down): -0.2339 / -0.2339 hartree
- Multiplicity: 1

Last column: Löwdin charge in e.
Element x y z (Å)
C1 0.4845 -0.3964 1.5610  -0.507
C2 1.5461 -1.2926 0.9955  -0.041
N1 0.9444 0.7356 2.2181  0.113
N2 -0.5716 -1.0131 2.2071  0.096
H1 -0.2487 -0.1103 0.0055  0.147
H2 1.8145 1.1193 1.8605  0.101
H3 0.3129 1.5286 2.2242  0.085
H4 -0.7452 -2.0079 2.2267  0.099
H5 -1.3515 -0.4046 2.4260  0.099
H6 2.2209 -1.6376 1.7853  0.089
H7 2.1297 -0.7455 0.2550  0.085
H8 1.1283 -2.1935 0.5460  0.081
C3 -1.2129 -0.0138 -1.8766  -0.155
C4 -0.1251 -0.7105 -2.6440  -0.180
C5 -0.1652 1.1331 -0.4042  -0.584
N3 -1.0897 2.0941 0.0351  0.085
O1 0.9804 1.4725 -0.6917  -0.064
H9 -2.0601 1.9195 -0.1796  0.074
H10 -0.8272 3.0423 -0.1999  0.093
H11 -1.9912 -0.6578 -1.4667  0.052
H12 -1.6816 0.8208 -2.3962  0.051
H13 -0.4548 -1.0029 -3.6491  0.064
H14 0.7589 -0.0691 -2.7191  0.063
H15 0.2043 -1.6103 -2.1188  0.056



No. 2
ORCA calculation (the ωB97M-V functional and the def2-TZVPD basis) on a cluster of 2 separate species, C5H15N3O in total in a non-equilibrium geometry.

Output
- Max |F|: 3.47 eV/A
- Highest occupied orbital energy: -0.3141 hartree
- SMILES: CCNC(C)=O.CNN
- Multiplicity: 1

Last column: Löwdin charge in e.
Element x y z (Å)
C1 -2.1653 1.2658 -1.9267  -0.092
C2 -1.8543 0.2884 -0.8015  -0.278
N1 -0.8227 0.8212 0.0734  -0.022
C3 -0.3473 0.1705 1.2607  -0.549
C4 -0.7668 -1.2719 1.4259  -0.014
O1 0.1197 0.8528 2.1573  0.019
H1 -2.8952 0.8333 -2.6119  0.073
H2 -1.2621 1.5082 -2.4891  0.073
H3 -2.5822 2.1906 -1.5231  0.073
H4 -2.7714 0.0785 -0.2406  0.111
H5 -1.4875 -0.6555 -1.2095  0.110
H6 -0.8366 1.8271 0.1852  0.132
H7 -1.8350 -1.3140 1.6352  0.085
H8 -0.5540 -1.8468 0.5301  0.058
H9 -0.2214 -1.6946 2.2660  0.086
C5 2.6972 0.3517 0.7091  -0.117
N2 1.5517 -0.1959 0.0150  -0.256
N3 1.7231 -1.4737 -0.5770  -0.010
H10 2.4157 1.3079 1.1341  0.070
H11 2.9589 -0.3161 1.5356  0.082
H12 3.5852 0.4654 0.0605  0.073
H13 0.9185 0.4524 -0.6278  0.154
H14 2.5675 -1.4999 -1.1568  0.067
H15 1.8643 -2.1456 0.1756  0.071



No. 3
ORCA calculation (the ωB97M-V functional and the def2-TZVPD basis) on a cluster of 2 separate species, C5H15N3O in total in a non-equilibrium geometry.

Output
- Charge: +2
- Max |F|: 5.05 eV/A
- Highest occupied orbital energy: -0.6953 hartree
- Multiplicity: 1

Last column: Löwdin charge in e.
Element x y z (Å)
C1 -2.0963 -0.8691 0.6888  -0.102
C2 0.6861 0.1134 -1.3738  0.018
C3 0.4977 1.9264 0.6057  0.019
C4 2.6062 -1.2799 0.2225  0.044
C5 0.9607 0.5606 0.0206  -0.295
N1 -1.8778 -1.6408 -0.3029  0.219
N2 -2.7431 0.2893 0.5018  0.066
N3 1.7876 -0.1082 0.6885  0.067
O1 -3.3034 0.4640 -0.7938  0.023
H1 1.2130 0.8626 -2.0235  0.161
H2 -0.3401 0.2164 -1.5598  0.068
H3 1.0127 -0.7830 -1.6468  0.026
H4 1.4084 2.6411 0.8724  0.160
H5 0.2189 1.6248 1.6088  0.070
H6 -0.3400 2.4294 0.0444  0.111
H7 2.4945 -1.4115 -0.8848  0.114
H8 3.5440 -0.8891 0.3948  0.083
H9 2.5860 -2.1968 0.7520  0.099
H10 -1.4506 -2.5696 -0.2141  0.170
H11 -2.3923 -1.6583 -1.2122  0.182
H12 -3.3733 0.6935 1.1612  0.174
H13 -1.8015 -1.0829 1.6277  0.139
H14 1.9649 0.0974 1.7413  0.230
H15 -4.2789 0.5024 -0.7678  0.153



No. 4
ORCA calculation (the ωB97M-V functional and the def2-TZVPD basis) on a cluster of 2 separate species, C5H15N4O2 in total in a non-equilibrium geometry.

Output
- Charge: +1
- Max |F|: 5.23 eV/A
- Highest occupied orbital energy: -0.4784 hartree
- Multiplicity: 1

Last column: Löwdin charge in e.
Element x y z (Å)
C1 2.2725 0.0456 -2.7976  -0.482
C2 -0.4354 1.6502 1.2650  -0.149
C3 -1.6643 0.9927 1.6508  -0.343
C4 -1.7020 -0.0192 2.7778  -0.160
C5 -1.2605 -1.4795 2.3124  -0.258
N1 2.3525 0.6497 -1.6931  0.202
N2 2.8931 0.3893 -3.9238  0.181
N3 1.4340 -1.0901 -2.7681  0.158
N4 0.5598 -1.4924 -1.9442  0.148
O1 -2.0971 -1.8011 1.2730  -0.083
O2 0.3765 -0.7662 -0.8979  0.120
H1 0.3081 1.9004 2.1418  0.114
H2 0.2441 1.1076 0.4686  0.073
H3 -0.6777 2.6297 0.7839  0.085
H4 -2.4821 1.7289 1.8017  0.127
H5 -1.9010 0.4305 0.7519  0.088
H6 -0.9007 0.3348 3.4719  0.124
H7 -2.7893 -0.0246 3.0515  0.128
H8 -0.2845 -1.3859 1.8697  0.102
H9 -1.3947 -2.1087 3.1832  0.118
H10 2.9406 1.4546 -1.6846  0.081
H11 3.1871 1.3487 -3.9140  0.129
H12 3.0264 -0.2294 -4.7132  0.128
H13 1.2797 -1.5944 -3.5894  0.162
H14 -0.3119 -1.1710 -0.3776  0.115
H15 -2.9733 -1.5001 1.5002  0.092



No. 5
ORCA calculation (the ωB97M-V functional and the def2-TZVPD basis) on a cluster of 2 separate species, C5H15NO in total in a non-equilibrium geometry.

Output
- Max |F|: 2.62 eV/A
- Highest occupied orbital energy: -0.3087 hartree
- SMILES: CCN(C)CC.O
- Multiplicity: 1

Last column: Löwdin charge in e.
Element x y z (Å)
C1 2.1957 0.8806 -0.6040  -0.075
C2 1.4769 0.7827 0.7412  -0.274
N1 0.0567 0.3912 0.7062  -0.224
C3 -0.7263 1.2649 -0.1255  -0.131
C4 -0.1565 -1.0400 0.5295  -0.294
C5 -1.0808 -1.5885 1.5631  -0.093
H1 1.8799 1.8372 -1.0548  0.078
H2 3.2623 1.0191 -0.4286  0.069
H3 1.9958 -0.0386 -1.1303  0.067
H4 1.4839 1.7619 1.2734  0.113
H5 1.9052 0.2227 1.5839  0.113
H6 -0.8053 1.2541 -1.2268  0.073
H7 -0.3486 2.2859 0.0276  0.082
H8 -1.7993 1.3771 0.1850  0.096
H9 0.7358 -1.6624 0.3283  0.126
H10 -0.6034 -1.2073 -0.4647  0.076
H11 -1.3431 -2.6363 1.4570  0.069
H12 -1.8964 -0.8647 1.6934  0.081
H13 -0.5406 -1.6147 2.5381  0.082
O1 -1.8225 -0.4634 -2.6362  -0.059
H14 -2.3225 -1.1034 -3.1508  0.039
H15 -1.5470 -0.8582 -1.8051  -0.014



No. 6
ORCA calculation (the ωB97M-V functional and the def2-TZVPD basis) on a cluster of 2 separate species, C5H15NO in total in a non-equilibrium geometry.

Output
- Max |F|: 5.50 eV/A
- Highest occupied orbital energy: -0.3543 hartree
- SMILES: CCCCCN.O
- Multiplicity: 1

Last column: Löwdin charge in e.
Element x y z (Å)
C1 -0.7704 2.5438 -1.0689  -0.132
C2 -1.3056 1.2814 -0.3437  -0.289
C3 -0.3891 0.0609 -0.6651  -0.259
C4 -0.9055 -1.2656 -0.0457  -0.219
C5 0.1944 -2.3332 0.1287  -0.268
N1 0.7334 -2.5683 1.5791  -0.072
H1 0.0923 2.2262 -1.7954  0.090
H2 -0.3118 3.3261 -0.3726  0.082
H3 -1.4966 2.9941 -1.8022  0.068
H4 -1.4035 1.3317 0.7776  0.103
H5 -2.3949 1.0241 -0.5766  0.116
H6 0.6584 0.2861 -0.3729  0.092
H7 -0.4260 -0.0236 -1.7836  0.118
H8 -1.8264 -1.5993 -0.6878  0.140
H9 -1.1699 -1.1081 1.0306  0.097
H10 1.1427 -2.1740 -0.4342  0.106
H11 -0.1119 -3.3393 -0.1449  0.085
H12 1.2900 -1.7314 1.9537  0.057
H13 -0.0535 -2.4864 2.3456  0.086
O1 2.9174 1.4731 0.5537  0.017
H14 2.2528 1.4098 1.2147  0.022
H15 3.2837 0.6719 0.5099  -0.040



No. 7
ORCA calculation (the ωB97M-V functional and the def2-TZVPD basis) on a cluster of 2 separate species, C5H15NO in total in a non-equilibrium geometry.

Output
- Max |F|: 2.06 eV/A
- Highest occupied orbital energy: -0.3332 hartree
- SMILES: CCCNCC.O
- Multiplicity: 1

Last column: Löwdin charge in e.
Element x y z (Å)
C1 -2.8211 -0.6786 0.6083  -0.111
C2 -1.4195 -0.1118 0.7308  -0.258
C3 -0.4028 -0.9171 -0.0755  -0.208
N1 0.9183 -0.2873 -0.3765  -0.094
C4 1.1670 1.0769 0.1001  -0.295
C5 0.7475 2.1937 -0.8357  -0.104
H1 -3.6683 -0.0035 0.5182  0.067
H2 -3.1477 -1.2162 1.5191  0.075
H3 -2.8972 -1.4572 -0.1466  0.065
H4 -1.4088 0.9316 0.4235  0.090
H5 -1.0666 -0.0777 1.7685  0.111
H6 -0.8233 -1.1820 -1.0468  0.112
H7 -0.1585 -1.8206 0.4859  0.113
H8 1.0555 -0.2615 -1.3781  0.104
H9 0.5956 1.2523 1.0184  0.093
H10 2.1944 1.1925 0.4351  0.105
H11 0.6026 3.1194 -0.2897  0.070
H12 1.5161 2.3460 -1.6045  0.071
H13 -0.1649 1.9987 -1.4060  0.072
O1 3.0350 -2.4273 -0.0979  -0.091
H14 3.8028 -1.9261 -0.3867  0.020
H15 2.3438 -1.7442 0.0360  -0.008



No. 8
ORCA calculation (the ωB97M-V functional and the def2-TZVPD basis) on a cluster of 2 separate species, C5H15NO in total in a non-equilibrium geometry.

Output
- Max |F|: 1.76 eV/A
- Highest occupied orbital energy: -0.3300 hartree
- SMILES: CCNC(C)C.O
- Multiplicity: 1

Last column: Löwdin charge in e.
Element x y z (Å)
C1 -1.4852 -0.0910 -2.0200  -0.082
C2 -1.4698 -0.5007 -0.5346  -0.268
N1 -0.7659 0.3664 0.4196  -0.051
C3 0.5399 0.8752 0.0173  -0.462
C4 0.5079 2.4200 -0.1428  -0.061
C5 1.5789 0.5164 1.1001  -0.060
H1 -0.6765 0.5972 -2.2806  0.056
H2 -1.3405 -0.9429 -2.6880  0.072
H3 -2.4239 0.4529 -2.1618  0.071
H4 -1.1945 -1.5513 -0.3435  0.086
H5 -2.5098 -0.5736 -0.1893  0.108
H6 -1.3832 1.1334 0.6456  0.098
H7 0.9097 0.5002 -0.9264  0.118
H8 0.5281 2.9282 0.8273  0.074
H9 -0.5002 2.6229 -0.5067  0.070
H10 1.3362 2.8273 -0.7077  0.075
H11 2.5605 0.9123 0.8369  0.079
H12 1.5563 -0.5401 1.3383  0.043
H13 1.2665 1.0729 1.9795  0.072
O1 0.8627 -3.2196 1.0636  -0.054
H14 0.2244 -2.5849 0.7208  0.000
H15 1.5473 -2.7123 1.5059  0.019